[1]
Entry from the Open Molecules 2025 dataset: a cluster of 3 separate species, C25H44FN4O2 in total in a non-equilibrium geometry (wB97M-V/def2-TZVPD).

Structure (ORCA input):
```
! wB97M-V def2-TZVPD RIJCOSX def2/J DEFGRID3
* xyz -1 3
C 5.03938 1.52464 -1.17382
C 3.71940 2.29010 -1.26692
F 3.92579 3.27325 -2.37590
N 2.64497 1.45804 -1.46077
C 1.46352 1.79730 -0.89060
C 0.66919 2.90368 -1.30044
C -0.53816 3.16603 -0.69973
N -1.07591 2.43881 0.28996
C -0.34402 1.38780 0.67996
C 0.87844 1.04006 0.15324
H 5.86491 2.13072 -1.55877
H 4.95353 0.62520 -1.78388
H 5.24444 1.28530 -0.12704
H 3.57220 2.93261 -0.38193
H 1.03942 3.54184 -2.09630
H -1.13256 4.01717 -1.03537
H -0.76685 0.77928 1.48053
H 1.40445 0.16358 0.52243
C 5.09951 -4.97211 -3.48603
C 5.77269 -3.87035 -2.65548
C 6.61920 -4.46073 -1.52000
C 5.80463 -4.97738 -0.33584
C 4.85908 -3.89313 0.17845
C 3.93833 -3.33735 -0.90968
N 4.77186 -2.91160 -2.08879
O 5.27310 -1.74597 -1.90437
C 2.87634 -4.38133 -1.28470
C 3.18799 -2.10682 -0.40285
C 6.68290 -3.10970 -3.61379
H 4.25020 -5.44122 -3.00464
H 4.74778 -4.55889 -4.43251
H 5.82686 -5.75532 -3.70713
H 7.29825 -3.68267 -1.15755
H 7.24574 -5.25583 -1.93274
H 5.25000 -5.87795 -0.61658
H 6.48521 -5.27564 0.46499
H 4.23712 -4.27537 0.99193
H 5.45341 -3.07077 0.58832
H 2.36754 -4.10103 -2.20775
H 2.13228 -4.41763 -0.48866
H 3.26659 -5.39157 -1.39075
H 3.85936 -1.33932 -0.03027
H 2.52424 -2.41407 0.40862
H 2.59040 -1.64916 -1.19143
H 6.09868 -2.58767 -4.37125
H 7.33674 -3.83018 -4.11176
H 7.29829 -2.37809 -3.09761
C -7.70825 3.08160 0.60032
C -7.47358 2.26331 1.87792
C -7.54321 3.14432 3.13248
C -6.30731 4.01349 3.35357
C -5.03831 3.16305 3.33820
C -4.89185 2.33242 2.06193
N -6.15792 1.54624 1.84793
O -6.18642 0.46647 2.54253
C -4.54802 3.24576 0.87446
C -3.72631 1.36287 2.18621
C -8.59489 1.23103 1.93066
H -6.86724 3.69298 0.30092
H -7.93545 2.41331 -0.23172
H -8.56357 3.74362 0.74656
H -7.66904 2.49342 4.00368
H -8.44268 3.76250 3.07104
H -6.25472 4.80087 2.59644
H -6.39295 4.52144 4.31684
H -4.15089 3.79206 3.43679
H -5.05224 2.48855 4.20071
H -4.67114 2.71604 -0.07079
H -3.49781 3.52709 0.95003
H -5.12942 4.16511 0.84382
H -3.80927 0.71769 3.05840
H -2.80567 1.94038 2.25996
H -3.64692 0.73666 1.29763
H -8.50851 0.52145 1.10789
H -9.54839 1.75642 1.83767
H -8.59451 0.67323 2.86315
*
```

The calculation puts the LUMO energy (alpha / beta) at 2.44 / 2.44 eV. As for the HOMO-LUMO gap (alpha / beta): 6.002 / 6.000 eV.

=====

[2]
Entry from the Open Molecules 2025 dataset: a structure of composition C12H35IN3O6V in a non-equilibrium geometry (wB97M-V/def2-TZVPD).

Structure (ORCA input):
```
! wB97M-V def2-TZVPD RIJCOSX def2/J DEFGRID3
* xyz -1 2
O -1.30718 0.60269 1.28909
V -1.50678 -0.80977 2.00693
I -0.59640 0.44300 4.46725
O 0.12196 -1.90405 1.43960
H 0.87517 -1.37180 1.15489
O -2.06731 -2.66995 2.67455
H -2.71923 -2.74625 3.37989
C -4.33481 -1.10221 -1.51273
C -3.54393 -0.67537 -0.27706
C -4.41350 -0.79702 0.95377
O -3.67371 -0.44077 2.10005
C -4.43345 -0.46401 3.30055
N -2.32166 -1.46775 -0.05181
H -4.44410 -2.19001 -1.53800
H -3.83776 -0.76883 -2.42026
H -5.35017 -0.69770 -1.45132
H -3.24012 0.36744 -0.38551
H -4.74163 -1.84748 1.03054
H -5.29834 -0.15252 0.89086
H -4.46308 -1.48026 3.71014
H -5.47641 -0.19968 3.09360
H -3.96733 0.22157 4.00037
H -1.63706 -1.18639 -0.76649
H -2.47787 -2.44579 -0.29373
C 2.66602 3.82520 -0.40711
C 2.04107 2.48100 -0.11625
C 1.89930 2.27203 1.38123
O 3.19492 2.15669 1.91480
C 3.16601 2.14824 3.31991
N 0.77238 2.21349 -0.80714
H 3.65765 3.84000 0.06563
H 2.15533 4.62571 0.14047
H 2.81116 3.99974 -1.47079
H 2.77525 1.73918 -0.46381
H 1.26924 1.42235 1.66028
H 1.40364 3.18558 1.75966
H 2.58632 2.96989 3.75111
H 4.19879 2.28390 3.66298
H 2.82983 1.18781 3.72035
H 0.90475 2.39462 -1.80362
H 0.09393 2.94134 -0.57899
C 0.78363 -0.51491 -3.66399
C 1.03239 -1.35983 -2.42687
C 2.50857 -1.42310 -2.04797
O 3.24026 -2.06780 -3.06914
C 4.62072 -2.14319 -2.76394
N 0.23039 -0.80313 -1.34144
H 1.39910 -0.84756 -4.51063
H 1.06098 0.53105 -3.51436
H -0.25466 -0.63056 -3.97040
H 0.68421 -2.37605 -2.63109
H 2.54781 -1.99644 -1.10862
H 2.86903 -0.39777 -1.86547
H 4.97877 -1.17285 -2.40786
H 5.15675 -2.43349 -3.66561
H 4.79393 -2.92013 -2.00921
H 0.60082 0.08271 -0.99814
H 0.17637 -1.43084 -0.52914
*
```

The calculation puts the LUMO energy (alpha / beta) at 2.75 / 2.76 eV. The calculation puts the energy above the lowest of the compared OMol25 structures with the same formula, charge and spin at 0.0 kJ/mol. As for the HOMO-LUMO gap (alpha / beta): 7.185 / 7.202 eV.

=====

[3]
Entry from the Open Molecules 2025 dataset: a cluster of 11 separate species, C22H63N6O12 in total in a non-equilibrium geometry (wB97M-V/def2-TZVPD).

Structure (ORCA input):
```
! wB97M-V def2-TZVPD RIJCOSX def2/J DEFGRID3
* xyz -1 1
C 1.99337 1.61564 0.40034
C 1.10137 0.63364 1.15234
O 1.58137 -0.38136 1.60134
O -0.13263 0.86364 1.16734
H 2.98837 1.27564 0.43434
H 2.01837 2.59464 0.87834
H 1.67837 1.67864 -0.62666
C -3.09763 0.97264 -0.63066
O -2.45963 1.61464 0.41834
H -3.52663 1.60464 -1.32266
H -3.91163 0.45864 -0.17766
H -2.53363 0.18664 -0.98666
H -1.51763 1.44264 0.28734
C 3.86137 -0.94236 -1.25866
O 3.45237 -1.61936 -0.11566
H 4.43337 -0.04436 -1.09666
H 2.95837 -0.51736 -1.69766
H 4.38437 -1.60336 -1.96666
H 3.04837 -0.94936 0.46834
C -4.46863 0.83064 2.99034
O -5.20263 0.41764 1.91334
N -4.97163 1.03164 4.13434
N -3.13863 1.10264 2.96934
H -5.97763 0.89064 4.27834
H -4.37863 0.94964 5.01234
H -2.71763 1.29864 1.97834
H -2.65963 1.58764 3.76034
C -0.87563 3.08264 4.15534
O -1.17163 4.26764 4.81034
N -0.40163 2.93664 2.94834
N -1.03363 1.94464 4.80134
H -0.13863 3.80364 2.50634
H -0.20763 2.02564 2.47934
H -1.25363 1.79964 5.79834
H -0.89063 1.08464 4.28034
C -0.29563 -1.02936 4.32534
O -0.89563 -1.41436 5.54634
N -0.86163 -0.35036 3.38334
N 0.93437 -1.26736 4.12534
H -1.83563 -0.03436 3.29434
H -0.35063 -0.03636 2.51934
H 1.47837 -1.83136 4.73134
H 1.39737 -1.08836 3.21534
C 1.90537 -3.99336 1.32234
C 2.04237 -4.83836 0.02334
C 0.74137 -5.31236 -0.44466
O 2.48837 -4.13236 -0.91866
H 1.33637 -3.12936 1.08634
H 2.80037 -3.55736 1.71434
H 1.42937 -4.47536 2.13134
H 2.67837 -5.69536 0.31434
H 0.78237 -5.93036 -1.29966
H 0.10537 -4.50036 -0.79066
H 0.24537 -5.93036 0.28634
H 2.71037 -3.24536 -0.59466
C 0.61437 -1.30536 -4.10366
C 0.68137 -2.08036 -2.81066
C 0.31037 -1.23936 -1.59566
O -0.00663 -3.10836 -2.75966
H 1.31937 -1.73436 -4.76166
H 0.76737 -0.25436 -3.81066
H -0.39763 -1.36636 -4.53666
H 1.67537 -2.40536 -2.66466
H 0.66437 -1.73036 -0.70666
H -0.76763 -1.05036 -1.52966
H 0.86837 -0.30036 -1.70066
H 0.39537 -3.72536 -2.13966
C -1.75463 -3.83536 2.83834
C -2.58763 -2.86236 1.97634
C -1.69763 -2.34536 0.89634
O -3.64963 -3.33336 1.52534
H -1.15863 -4.50536 2.29734
H -2.41963 -4.37636 3.44734
H -1.10263 -3.31236 3.47834
H -2.94263 -2.03536 2.56934
H -2.25963 -1.66836 0.35634
H -1.32663 -3.13236 0.20334
H -0.90463 -1.67836 1.26834
H -4.20563 -2.72236 1.04434
C -0.33763 2.68664 -1.77966
C -1.33663 3.30764 -2.71066
C -2.45563 4.09964 -2.06666
O -0.83863 4.10064 -3.54066
H -0.19063 3.36564 -0.92566
H 0.60837 2.45564 -2.30966
H -0.64763 1.73064 -1.40966
H -1.76263 2.49364 -3.23066
H -3.30563 4.26164 -2.74366
H -2.22763 5.05064 -1.79966
H -2.82463 3.49864 -1.23266
H -0.54163 4.85464 -3.06666
C 2.70237 4.16264 -4.75066
C 3.81437 3.18364 -4.38366
C 3.29137 2.25564 -3.28266
O 4.17137 2.45964 -5.33466
H 1.64537 3.75564 -4.74166
H 2.88837 4.42864 -5.80666
H 2.83937 5.07764 -4.28366
H 4.70637 3.66164 -3.99166
H 3.00137 2.73364 -2.41266
H 4.13737 1.59164 -2.95066
H 2.45837 1.71464 -3.66366
H 4.42137 3.03064 -6.07866
*
```

The calculation puts the LUMO energy at 2.09 eV. As for the HOMO-LUMO gap: 8.420 eV.

=====

[4]
Entry from the Open Molecules 2025 dataset: a cluster of 2 separate species, C4H12S2 in total in a non-equilibrium geometry (wB97M-V/def2-TZVPD).

Structure (ORCA input):
```
! wB97M-V def2-TZVPD RIJCOSX def2/J DEFGRID3
* xyz 1 2
C 0.09184 1.07422 1.21165
C 0.74668 2.05634 2.18069
S -1.10812 0.02724 2.09690
H -0.46020 1.51862 0.38421
H 0.86122 0.40812 0.82694
H -0.02332 2.61101 2.71915
H -0.41616 -1.12403 2.16342
H 1.32537 2.80837 1.63461
H 1.46664 1.55595 2.82236
C -0.23745 -0.63620 -2.20764
C 0.36145 -1.71147 -1.30918
S -2.00534 -0.37301 -1.96479
H 0.19271 0.34642 -2.01504
H -0.04016 -0.81719 -3.26321
H 0.42792 -2.64974 -1.86813
H -2.40685 -1.65316 -1.89035
H -0.19763 -1.91018 -0.39981
H 1.42138 -1.53133 -1.12178
*
```

The calculation puts the LUMO energy (alpha / beta) at -2.94 / -8.74 eV. The calculation puts the energy above the lowest of the compared OMol25 structures with the same formula, charge and spin at 35.2 kJ/mol. As for the HOMO-LUMO gap (alpha / beta): 11.673 / 4.056 eV.

=====

[5]
Entry from the Open Molecules 2025 dataset: a cluster of 10 separate species, C48H123N7O20 in total in a non-equilibrium geometry (wB97M-V/def2-TZVPD).

Structure (ORCA input):
```
! wB97M-V def2-TZVPD RIJCOSX def2/J DEFGRID3
* xyz 0 1
C -1.12594 7.00613 7.60244
O -0.32659 5.93064 7.51448
C -0.69018 4.81385 8.27847
C 0.16578 3.60373 7.92686
N -0.02726 3.12464 6.56952
C 0.77746 1.99359 6.27257
C 0.34411 1.35998 4.97020
O 1.31369 0.41710 4.52976
C 0.80134 -0.40632 3.50714
H -1.15996 7.44583 8.59488
H -2.12426 6.77747 7.23082
H -0.70756 7.77132 6.94350
H -1.71661 4.54986 8.18887
H -0.50692 5.03593 9.33286
H 0.02371 2.79059 8.64420
H 1.21867 3.85393 8.13380
H 0.11366 3.89943 5.90073
H 0.62993 1.24938 7.07349
H 1.88152 2.17849 6.22289
H 0.15523 2.21338 4.27840
H -0.62357 0.83765 5.00678
H 0.09361 -1.12260 3.97727
H 1.56421 -0.99998 2.94640
H 0.19208 0.23489 2.82500
C -1.81591 -0.00395 7.68410
O -0.65197 -0.66975 8.15123
C -0.12385 -1.64390 7.22833
C -0.92974 -2.95437 7.31936
N -0.40603 -3.94333 6.34134
C -0.59323 -3.59160 4.95579
C -1.88394 -2.90110 4.52433
O -1.66433 -2.35358 3.27434
C -2.64988 -1.43602 2.80465
H -2.23425 -0.36083 6.69091
H -1.59585 1.07368 7.46556
H -2.56942 -0.09242 8.48201
H 0.90767 -1.78087 7.55726
H -0.13859 -1.23574 6.22713
H -2.00743 -2.69852 7.18691
H -0.90337 -3.46314 8.26571
H -0.81098 -4.85814 6.51895
H -0.45874 -4.55360 4.40279
H 0.28186 -3.01485 4.62519
H -2.14843 -2.12038 5.21555
H -2.70369 -3.61589 4.52229
H -2.99514 -0.74340 3.61613
H -3.62098 -1.88883 2.49082
H -2.14479 -0.92954 1.99293
C -3.41933 5.14663 -0.06385
O -2.73804 3.93779 0.10250
C -1.70187 4.13414 1.09886
C -1.02815 2.79290 1.16782
N -0.35158 2.37157 -0.12166
C 0.96461 3.02473 -0.45729
C 2.05115 2.39584 0.43707
O 1.95593 2.77872 1.79079
C 3.06631 2.32761 2.60744
H -2.80041 5.86167 -0.65048
H -3.62922 5.65893 0.88234
H -4.35967 4.89633 -0.56806
H -2.16879 4.29588 2.07991
H -1.04457 5.02261 0.84255
H -1.80866 2.03734 1.35675
H -0.28545 2.72233 1.96645
H -1.01941 2.50929 -0.86307
H 0.88877 4.11611 -0.41439
H 1.18206 2.76046 -1.49251
H 3.07264 2.71347 0.11705
H 1.98479 1.29872 0.37536
H 3.02717 1.23536 2.76618
H 3.00257 2.76157 3.60069
H 4.05094 2.59397 2.20112
C -1.86460 -0.59793 -8.90218
O -2.28688 -0.80464 -7.59274
C -3.64820 -1.10328 -7.44381
C -3.93857 -1.33178 -5.94511
N -3.12827 -2.40281 -5.32250
C -3.26694 -2.44205 -3.84680
C -2.50228 -3.70092 -3.37540
O -2.45336 -3.65677 -1.96459
C -2.18387 -4.94041 -1.44826
H -2.46172 0.12997 -9.41781
H -1.85680 -1.56635 -9.47033
H -0.87676 -0.13494 -8.91422
H -3.86535 -1.98238 -8.03480
H -4.35580 -0.35397 -7.81303
H -5.00762 -1.54498 -5.79323
H -3.80184 -0.42662 -5.39921
H -2.16488 -2.16946 -5.40719
H -4.35484 -2.49973 -3.71333
H -2.85986 -1.62662 -3.20443
H -1.47500 -3.62468 -3.78282
H -2.89389 -4.67967 -3.71248
H -1.39785 -5.44884 -1.96500
H -3.07468 -5.52843 -1.60233
H -1.97140 -4.97694 -0.38194
C 6.80096 -3.71280 4.65851
O 6.13571 -4.50005 3.66392
C 6.78004 -4.49429 2.45101
C 5.98592 -5.38624 1.49113
N 4.69443 -4.76732 1.25061
C 3.86771 -5.38034 0.31471
C 2.56794 -4.58660 0.23693
O 1.95270 -4.38883 1.45068
C 0.90616 -3.41983 1.35512
H 7.88750 -3.96661 4.68979
H 6.35754 -4.00765 5.61827
H 6.65273 -2.64625 4.51596
H 7.80365 -4.84018 2.54424
H 6.93318 -3.50248 2.03252
H 5.95565 -6.38113 1.90386
H 6.59675 -5.41040 0.59760
H 4.19558 -4.67469 2.14335
H 3.70859 -6.44396 0.41336
H 4.35044 -5.33632 -0.67679
H 1.92074 -4.97610 -0.56771
H 2.88295 -3.64147 -0.17266
H 0.38826 -3.44008 2.30721
H 0.10673 -3.69155 0.60675
H 1.31256 -2.40081 1.24568
C -3.40916 1.57837 -1.68243
O -4.46234 0.77255 -2.24988
C -5.17704 1.39541 -3.33348
C -6.39695 0.54806 -3.74480
N -7.40215 0.69510 -2.70862
C -8.14065 1.95450 -2.73479
C -9.11279 2.13795 -3.94761
O -10.07515 1.09955 -3.84391
C -10.72890 0.83283 -5.07122
H -2.52190 1.67597 -2.36525
H -3.04724 1.01069 -0.79937
H -3.79693 2.53315 -1.36560
H -4.45149 1.58817 -4.14090
H -5.50425 2.37101 -3.10691
H -6.15104 -0.53121 -3.77941
H -6.65121 0.76916 -4.78417
H -8.01729 -0.08574 -2.76210
H -7.44637 2.80104 -2.81538
H -8.72222 2.12299 -1.80665
H -8.52162 2.07858 -4.87670
H -9.61651 3.09415 -3.88154
H -11.40500 -0.01991 -4.90533
H -9.92407 0.75805 -5.82722
H -11.40490 1.66950 -5.34181
C 3.06058 -2.41983 -3.18256
O 3.55343 -1.21816 -2.60542
C 3.99307 -0.30185 -3.63333
C 4.12034 1.08153 -2.93208
N 4.64297 2.13714 -3.75646
C 6.06104 2.00352 -4.04843
C 6.58113 3.22002 -4.79532
O 6.31294 4.36342 -4.01216
C 6.38831 5.60319 -4.75174
H 3.89743 -3.02194 -3.57404
H 2.25193 -2.26382 -3.92258
H 2.61141 -2.96472 -2.37752
H 3.24844 -0.28174 -4.42062
H 5.03184 -0.61934 -4.01221
H 4.70260 0.90707 -2.00010
H 3.12873 1.43886 -2.69214
H 4.54037 3.02263 -3.27226
H 6.25767 1.18409 -4.70082
H 6.70435 1.70351 -3.19865
H 6.01849 3.25115 -5.74207
H 7.64600 3.21177 -5.06193
H 7.38009 5.76419 -5.15535
H 6.23276 6.41329 -4.01426
H 5.58327 5.65951 -5.47404
O -0.46516 1.62106 -3.31884
C -0.76001 0.72151 -4.41666
C -0.09886 1.11818 -5.72104
O 1.33997 1.17113 -5.64733
H 0.15541 1.13739 -2.77296
H -0.36665 -0.30161 -4.16569
H -1.83900 0.62984 -4.55309
H -0.53064 1.97119 -6.24485
H -0.31590 0.23533 -6.36305
H 1.57220 1.89278 -5.03705
O 1.00472 -0.12632 -1.78002
C 0.52745 -1.39288 -1.43221
C -0.83697 -1.18253 -0.79561
O -0.58068 -0.52009 0.50619
H 1.95417 -0.03492 -1.65581
H 0.48206 -1.91751 -2.36999
H 1.20111 -1.86414 -0.75032
H -1.39412 -2.07130 -0.63998
H -1.35999 -0.44286 -1.39741
H -0.23062 0.40592 0.25555
O 5.65224 -2.34672 -0.09380
C 5.45896 -1.54994 1.04900
C 4.56222 -0.43651 0.46609
O 3.26284 -0.97369 0.18307
H 5.23359 -3.19415 0.15909
H 4.84945 -1.96916 1.86895
H 6.39584 -1.23419 1.55589
H 5.13550 -0.05777 -0.38606
H 4.35539 0.45637 1.06032
H 3.42351 -1.23045 -0.74819
*
```

The calculation puts the LUMO energy at 0.68 eV. The calculation puts the energy above the lowest of the compared OMol25 structures with the same formula, charge and spin at 142.0 kJ/mol. Its SMILES is COCCNCCOC.COCCNCCOC.COCCNCCOC.COCCNCCOC.COCCNCCOC.COCCNCCOC.COCCNCCOC.OCCO.OCCO.OCCO. As for the HOMO-LUMO gap: 9.212 eV.

=====

Number 1: DFT total energy -1448.2652 Ha. Number 2: DFT total energy -2335.7244 Ha. Number 3: DFT total energy -2107.3217 Ha. Number 4: DFT total energy -955.6280 Ha. Number 5: DFT total energy -3790.2976 Ha.